[1]
Entry from the Open Molecules 2025 dataset: 5 unconnected molecules or ions with the total composition C12H37ClN4O7 (ωB97M-V/def2-TZVPD).

Atoms and positions in Å:
N  -0.8595  0.7101  -1.5798
H  -0.2436  1.3636  -1.1176
H  -0.9277  -0.1234  -1.0135
H  -0.4633  0.5935  -2.5015
H  -1.6914  1.2604  -1.7389
Cl  -5.9295  3.4953  -4.6369
O  -6.2336  2.8125  -3.4964
O  -5.1928  4.6704  -4.3607
O  -5.0295  2.6720  -5.3972
O  -7.0677  3.7224  -5.4935
C  -0.6141  -4.1028  3.3480
C  -1.7907  -5.0007  3.0099
C  -2.5437  -5.4991  4.2186
O  -3.7580  -6.0363  3.7232
C  -4.4107  -6.9707  4.5615
N  -2.6042  -4.2639  2.0345
H  -0.0440  -3.7916  2.4727
H  0.1181  -4.6838  3.9088
H  -0.9032  -3.3371  4.0679
H  -1.3959  -5.8779  2.4972
H  -2.7833  -4.7224  4.9449
H  -1.8768  -6.1724  4.7572
H  -4.6313  -6.5338  5.5354
H  -3.9578  -7.9329  4.8006
H  -5.3921  -7.2270  4.1626
H  -3.1120  -3.5616  2.5533
H  -3.3163  -4.8879  1.6829
C  4.7976  -2.1607  -3.6036
C  4.0414  -2.7303  -4.7805
C  3.4280  -4.1171  -4.4575
O  4.4206  -5.0319  -3.9298
C  4.0014  -6.3358  -3.5171
N  2.9667  -1.7512  -5.0614
H  4.1450  -1.9359  -2.7600
H  5.2132  -1.1970  -3.8981
H  5.7216  -2.6408  -3.2811
H  4.7835  -2.8065  -5.5752
H  3.0376  -4.4742  -5.4104
H  2.5192  -4.0637  -3.8581
H  3.4072  -6.8919  -4.2423
H  3.5276  -6.3484  -2.5356
H  4.9201  -6.8942  -3.3372
H  2.4022  -2.1162  -5.8152
H  3.3752  -0.9279  -5.4802
C  -0.3947  6.1418  2.8054
C  0.4095  6.8561  1.6537
C  1.0115  8.2120  2.0442
O  0.0302  9.0738  2.4656
C  0.4286  10.1581  3.2745
N  1.4910  5.9414  1.2462
H  -1.1778  6.7317  3.2816
H  0.3038  5.9164  3.6112
H  -0.9027  5.2445  2.4520
H  -0.2985  7.1015  0.8621
H  1.5077  8.7254  1.2206
H  1.6909  8.0394  2.8789
H  0.8647  10.8753  2.5792
H  1.1861  9.8627  4.0004
H  -0.3785  10.5578  3.8884
H  1.9297  6.3426  0.4297
H  2.2446  6.0680  1.9066

HOMO-LUMO gap: 4.91 eV
HOMO level: -0.2615 hartree
LUMO: -2.203 eV

Results of the Löwdin charge analysis, in e, for atoms 1 through 6:
1 N 0.354
2 H 0.155
3 H 0.163
4 H 0.160
5 H 0.166
6 Cl 0.537


[2]
Entry from the Open Molecules 2025 dataset: 5 unconnected molecules or ions with the total composition C12H37N3O5 (ωB97M-V/def2-TZVPD).

Atoms and positions in Å:
C  7.5015  -0.8342  -2.1897
O  6.2914  -0.3222  -1.6560
C  5.6849  -1.2290  -0.7116
C  4.2308  -0.7974  -0.4126
C  3.3459  -1.8242  0.3344
N  3.4712  -0.2924  -1.5532
H  8.2702  -1.0044  -1.4359
H  8.0156  -0.2229  -2.9315
H  7.0903  -1.6746  -2.7488
H  5.6196  -2.2424  -1.1078
H  6.2727  -1.2550  0.2060
H  4.3564  0.0790  0.2232
H  3.6887  -1.9299  1.3637
H  3.4312  -2.8037  -0.1362
H  2.2852  -1.5878  0.4181
H  3.4974  -0.9921  -2.2811
H  4.1904  0.3321  -1.8890
C  -3.3473  0.2080  -0.7804
O  -4.5220  -0.6117  -0.8487
C  -5.4363  -0.0706  -1.8131
C  -6.8242  -0.7890  -1.5261
C  -6.7604  -2.2482  -1.7848
N  -7.8774  -0.2776  -2.4834
H  -2.5871  -0.2390  -0.1397
H  -3.5909  1.1873  -0.3684
H  -2.9033  0.4289  -1.7511
H  -5.5674  0.9831  -1.5672
H  -5.0960  -0.1072  -2.8480
H  -7.1303  -0.7700  -0.4802
H  -6.3763  -2.5970  -2.7434
H  -7.6827  -2.8289  -1.7836
H  -6.0168  -2.6647  -1.1052
H  -8.7009  -0.8441  -2.3384
H  -8.0525  0.7101  -2.3653
C  -1.0060  3.2307  4.6763
O  0.1209  2.4484  4.4079
C  -0.2011  1.3960  3.5506
C  1.0999  0.5872  3.2881
C  2.0452  1.4808  2.5120
N  0.8380  -0.5412  2.4130
H  -1.7548  2.8343  5.3621
H  -1.5283  3.5424  3.7719
H  -0.8000  4.1513  5.2225
H  -0.9247  0.7601  4.0607
H  -0.6469  1.8845  2.6842
H  1.5699  0.1725  4.1799
H  1.5894  1.7951  1.5731
H  2.9585  0.9784  2.1932
H  2.1986  2.4592  2.9673
H  1.6558  -1.0524  2.1131
H  0.6957  0.0228  1.5874
O  0.7468  0.2819  -0.2958
H  1.5106  -0.1122  -0.7170
H  0.1418  0.4616  -1.0154
O  0.2126  0.9567  -3.4293
H  0.0386  0.0529  -3.6922
H  0.6683  1.3410  -4.1782

HOMO-LUMO gap: 9.01 eV
HOMO level: -0.3165 hartree
SMILES: COC[C@H](C)N.COC[C@H](C)N.COC[C@H](C)N.O.O
LUMO: 0.399 eV

Results of the Löwdin charge analysis, in e, for atoms 1 through 6:
1 C -0.102
2 O -0.210
3 C -0.177
4 C -0.414
5 C -0.050
6 N 0.049


[3]
Entry from the Open Molecules 2025 dataset: 7 unconnected molecules or ions with the total composition C12H38ClN10O10 (ωB97M-V/def2-TZVPD).

Atoms and positions in Å:
Cl  -0.4864  -1.8949  -0.1734
O  -0.8956  -2.3470  1.1449
O  -0.3580  -0.4482  -0.0945
O  0.7708  -2.4699  -0.5563
O  -1.4760  -2.2259  -1.1360
C  -1.6116  0.3021  3.9197
O  -1.8935  0.9917  4.8973
N  -0.9001  0.8654  2.8891
N  -2.0397  -0.9461  3.6534
H  -0.5950  0.2502  2.1507
H  -0.5124  1.7835  2.9666
H  -1.7313  -1.3594  2.7911
H  -2.6494  -1.3988  4.3058
C  -0.6320  -4.0814  -4.6917
O  -0.6689  -4.2029  -5.9149
N  -0.9571  -5.0569  -3.8258
N  -0.4728  -2.8464  -4.1369
H  -0.9699  -4.9366  -2.8283
H  -1.5376  -5.8002  -4.1714
H  -0.4087  -2.6733  -3.1483
H  -0.3780  -2.0496  -4.7371
C  3.4685  0.3404  -0.8325
O  4.5721  0.8997  -0.9512
N  3.2597  -0.9447  -1.1080
N  2.3916  1.0127  -0.3735
H  2.3591  -1.3980  -1.0731
H  4.0545  -1.4674  -1.4327
H  1.5515  0.4629  -0.2749
H  2.4509  1.8770  0.1274
C  -0.0799  2.7441  -3.0214
O  -0.7095  3.3201  -2.1353
N  0.5501  1.5760  -2.7979
N  0.1920  3.3210  -4.2242
H  1.3218  1.2133  -3.3216
H  0.1752  1.1011  -1.9877
H  0.3615  2.6294  -4.9367
H  -0.0739  4.2458  -4.4974
C  -3.2577  0.7712  -1.5479
C  -4.1807  1.9643  -1.7044
C  -5.4445  1.9558  -0.8469
O  -6.3516  0.9417  -1.1951
C  -7.6701  1.1411  -0.7123
N  -3.3962  3.1681  -1.2985
H  -3.7825  -0.1803  -1.7141
H  -2.9166  0.5877  -0.5285
H  -2.4679  0.8289  -2.2936
H  -4.4925  2.2042  -2.7239
H  -5.9968  2.9040  -0.8384
H  -5.1241  1.8463  0.2034
H  -7.6223  1.5497  0.2999
H  -8.1315  0.1590  -0.5977
H  -8.1828  1.7012  -1.4964
H  -2.4703  3.1761  -1.7267
H  -3.3128  3.0691  -0.2923
C  5.2102  -0.3633  5.1532
C  5.7881  -0.2511  3.7391
C  4.6718  -0.5215  2.7105
O  3.9669  -1.7184  2.9707
C  2.8395  -1.8320  2.1121
N  6.2642  1.1256  3.5637
H  4.4713  0.4198  5.3634
H  5.9110  -0.1161  5.9588
H  4.7022  -1.2955  5.4074
H  6.6257  -0.9405  3.6451
H  5.1266  -0.5308  1.7116
H  3.9705  0.3183  2.6322
H  2.1799  -2.5834  2.5437
H  3.1012  -2.1412  1.1010
H  2.2326  -0.9273  2.0113
H  5.4971  1.7875  3.5455
H  6.8002  1.3931  4.3807

HOMO-LUMO gap: 8.77 eV
Charge: -1
HOMO level: -0.2335 hartree
LUMO: 2.415 eV

Results of the Löwdin charge analysis, in e, for atoms 1 through 6:
1 Cl 0.661
2 O -0.352
3 O -0.387
4 O -0.358
5 O -0.332
6 C -0.691


[4]
Entry from the Open Molecules 2025 dataset: 9 unconnected molecules or ions with the total composition C12H39BN18O9S2 (ωB97M-V/def2-TZVPD).

Atoms and positions in Å:
S  4.1236  -6.8468  -0.9509
B  2.5867  -5.8218  -0.8943
C  2.8047  -4.2398  -0.8206
C  1.4911  -3.3865  -0.8463
S  0.2142  -3.9721  -2.0161
C  -0.7812  -5.2003  -1.1781
N  -0.7798  -5.3734  0.1539
N  -1.6069  -6.4041  0.4329
C  -2.1204  -6.8249  -0.7108
O  -1.6347  -6.0881  -1.7567
H  3.6721  -8.0216  -1.4693
H  1.5371  -6.3722  -0.8987
H  3.4583  -3.9121  -1.6534
H  3.3193  -4.0361  0.1469
H  1.7680  -2.3639  -1.1832
H  1.0837  -3.2434  0.1747
H  -2.8189  -7.6409  -0.8934
N  -0.4374  -1.4676  -4.2827
C  -0.2957  -0.2537  -3.6856
N  -0.2398  0.8132  -4.5291
O  -0.2206  -0.1265  -2.4694
H  -0.4994  -1.5987  -5.2742
H  -0.4801  -2.2701  -3.6773
H  -0.1247  1.7237  -4.1120
H  -0.2971  0.7379  -5.5265
N  0.5578  1.8659  -0.6238
C  1.4383  2.7553  -1.1662
N  2.3730  3.2431  -0.3116
O  1.3813  3.0859  -2.3484
H  0.5757  1.5748  0.3350
H  -0.1436  1.4860  -1.2396
H  3.0366  3.8972  -0.6781
H  2.4365  2.9858  0.6539
N  -6.1848  -3.5542  -1.1013
C  -5.1264  -4.4109  -1.1811
N  -3.8995  -3.8180  -1.1558
O  -5.2665  -5.6218  -1.2687
H  -6.0925  -2.5590  -1.0281
H  -7.1026  -3.9583  -1.1168
H  -3.1013  -4.4221  -1.2119
H  -3.7567  -2.8283  -1.0844
N  5.1786  5.7758  2.3675
C  5.2204  4.9138  1.3208
N  6.1842  5.1798  0.3950
O  4.4496  3.9656  1.2111
H  5.7963  6.5595  2.4721
H  4.4794  5.6112  3.0667
H  6.2456  4.5630  -0.3937
H  6.8227  5.9494  0.4629
N  1.4829  -8.8459  1.5709
C  2.6552  -9.4724  1.2685
N  3.3530  -9.9440  2.3421
O  3.0528  -9.6009  0.1215
H  1.1378  -8.7282  2.5042
H  0.9440  -8.4848  0.8045
H  4.2212  -10.4099  2.1546
H  3.0465  -9.8492  3.2911
N  -3.7945  2.5774  -2.2098
C  -3.9487  2.8894  -0.8935
N  -2.8132  2.8137  -0.1480
O  -5.0300  3.2127  -0.4193
H  -2.9193  2.3094  -2.6200
H  -4.6117  2.6224  -2.7899
H  -2.8885  3.0356  0.8276
H  -1.9189  2.5502  -0.5199
N  -6.9257  4.9596  4.0231
C  -6.8657  4.0956  2.9616
N  -5.8976  4.3731  2.0454
O  -7.6269  3.1481  2.8508
H  -6.3139  5.7440  4.1377
H  -7.6280  4.7840  4.7171
H  -5.8194  3.7582  1.2429
H  -5.2668  5.1471  2.1242
N  4.4811  9.9693  3.7328
C  4.2481  9.3600  2.5350
N  3.0177  9.5906  1.9988
O  5.0811  8.6580  1.9818
H  3.8122  10.5484  4.2031
H  5.3786  9.8208  4.1556
H  2.8137  9.1563  1.1172
H  2.3187  10.1620  2.4330

HOMO-LUMO gap: 9.30 eV
HOMO level: -0.3308 hartree
SMILES: SBCCSc1nnco1.NC(N)=O.NC(N)=O.NC(N)=O.NC(N)=O.NC(N)=O.NC(N)=O.NC(N)=O.NC(N)=O
LUMO: 0.294 eV

Results of the Löwdin charge analysis, in e, for atoms 1 through 6:
1 S 0.741
2 B -0.561
3 C -0.273
4 C -0.456
5 S 0.975
6 C -0.649


[5]
Entry from the Open Molecules 2025 dataset: 6 unconnected molecules or ions with the total composition C12H39O15P3 (ωB97M-V/def2-TZVPD).

Atoms and positions in Å:
C  3.6876  -5.0011  0.7818
O  4.0343  -4.1528  1.8861
P  4.7658  -2.7729  1.5947
O  5.0805  -1.9756  2.7849
O  6.0031  -3.1378  0.6901
C  6.9994  -4.1081  1.0386
O  3.8166  -2.0086  0.5536
C  2.6421  -1.3688  1.0664
H  2.7040  -4.6945  0.4244
H  3.6420  -6.0301  1.1309
H  4.4084  -4.9568  -0.0339
H  6.7928  -4.5709  2.0026
H  7.9355  -3.5575  1.1276
H  7.0745  -4.8279  0.2286
H  2.7384  -0.2993  0.8777
H  2.5595  -1.4498  2.1525
H  1.7603  -1.7933  0.5912
C  0.7118  0.7840  -1.4660
O  0.5350  0.1913  -2.7424
P  -0.8620  0.2280  -3.4994
O  -0.8056  -0.3064  -4.8576
O  -1.8592  -0.5294  -2.4901
C  -2.8158  -1.4729  -2.9843
O  -1.3211  1.7542  -3.3647
C  -2.2189  2.3142  -4.3006
H  -0.2047  0.7811  -0.8741
H  1.1235  1.7915  -1.5484
H  1.4227  0.2359  -0.8437
H  -2.8589  -1.4790  -4.0718
H  -3.7839  -1.1833  -2.5766
H  -2.5510  -2.4667  -2.6262
H  -2.1375  3.3970  -4.2935
H  -3.2373  1.9812  -4.0934
H  -2.0170  2.0001  -5.3277
C  -6.1748  2.8258  -2.1782
O  -5.9761  2.4512  -0.8398
P  -4.5653  1.9592  -0.3111
O  -4.1837  0.6073  -0.7764
O  -3.6186  3.1791  -0.7167
C  -2.1920  3.1008  -0.6788
O  -4.8041  2.0764  1.2543
C  -3.7159  1.9412  2.1589
H  -6.5730  2.0223  -2.8045
H  -5.2558  3.1046  -2.7064
H  -6.8488  3.6765  -2.2365
H  -1.7986  3.4407  0.2778
H  -1.7969  3.7406  -1.4673
H  -1.8419  2.0974  -0.9189
H  -3.7828  1.0255  2.7431
H  -3.6971  2.7911  2.8414
H  -2.7560  1.9386  1.6480
C  -1.9676  -1.4893  1.1810
O  -1.8090  -0.2466  0.4942
H  -1.5183  -2.2847  0.5757
H  -1.4704  -1.4227  2.1455
H  -3.0224  -1.7487  1.3074
H  -2.3763  -0.2987  -0.2940
C  0.5513  1.3305  2.7068
O  0.1159  1.5969  1.3978
H  0.8867  2.2350  3.2180
H  -0.1763  0.9145  3.4155
H  1.3746  0.6123  2.7329
H  -0.7189  1.1294  1.2283
C  4.3952  1.3779  2.8116
O  3.9121  0.4086  3.6982
H  4.3966  2.3284  3.3495
H  5.4182  1.2223  2.4586
H  3.7398  1.5435  1.9467
H  4.0853  -0.5017  3.3999

HOMO-LUMO gap: 10.14 eV
HOMO level: -0.3544 hartree
SMILES: COP(=O)(OC)OC.COP(=O)(OC)OC.COP(=O)(OC)OC.CO.CO.CO
LUMO: 0.499 eV

Results of the Löwdin charge analysis, in e, for atoms 1 through 6:
1 C -0.080
2 O -0.208
3 P 0.377
4 O -0.212
5 O -0.216
6 C -0.071


[6]
Entry from the Open Molecules 2025 dataset: a molecular structure, C12H40AlB4O6S3 (ωB97M-V/def2-TZVPD).

Atoms and positions in Å:
Al  0.5786  -0.5406  -2.4167
B  1.3333  -3.8977  -1.1911
H  0.7342  -3.0015  -1.1442
H  2.3211  -3.7347  -0.7888
H  0.8191  -4.6380  -0.5980
H  1.4510  -4.3352  -2.1704
B  3.1473  -0.6903  0.0440
H  4.1817  -0.6420  -0.2591
H  3.1363  -1.4026  0.8544
H  2.7867  0.2674  0.3860
H  2.4780  -1.0275  -0.7322
B  3.0692  -2.2380  -3.4525
H  2.7846  -2.3123  -2.4144
H  2.6830  -1.3018  -3.8249
H  4.1463  -2.2800  -3.5015
H  2.6823  -3.0627  -4.0308
B  -0.7766  -2.3566  -4.4649
H  -0.3680  -1.9503  -5.3772
H  -1.4305  -3.1583  -4.7713
H  -0.0375  -2.7447  -3.7812
H  -1.3500  -1.6370  -3.9014
C  1.1979  5.3276  0.6935
C  2.5122  4.5806  0.7431
C  2.2545  3.1792  1.1509
S  0.6119  2.7042  0.5951
O  -0.1469  2.2219  1.7240
O  0.7458  1.8415  -0.6076
C  0.1132  4.3756  0.1221
H  1.3269  6.2322  0.0993
H  0.8638  5.5973  1.6954
H  3.1059  5.1694  1.4423
H  3.0768  4.5923  -0.1892
H  2.1194  3.0733  2.2273
H  2.8825  2.4089  0.7033
H  -0.8527  4.6831  0.5229
H  0.0549  4.4333  -0.9648
C  0.4029  -3.0468  3.6133
C  1.3105  -1.7859  3.8054
C  0.7204  -0.6146  2.9953
S  -0.5756  -1.2670  1.8000
O  -0.2835  -0.9433  0.4210
O  -1.9392  -1.2120  2.3360
C  -0.1358  -2.9730  2.1743
H  -0.4086  -3.0103  4.3401
H  0.8907  -4.0023  3.8062
H  2.2876  -2.0544  3.4038
H  1.3467  -1.5348  4.8655
H  1.5413  -0.2924  2.3547
H  0.5421  0.2924  3.5730
H  0.6772  -3.1663  1.4746
H  -0.9549  -3.6027  1.8268
C  -4.8452  0.2010  -0.8876
C  -4.5442  0.3199  0.6454
C  -3.2800  1.1948  0.9262
S  -2.8094  1.8241  -0.7815
O  -1.7460  1.0089  -1.3544
O  -2.6682  3.2608  -0.7377
C  -4.5085  1.5603  -1.5925
H  -5.8376  -0.2024  -1.0894
H  -4.1840  -0.5229  -1.3638
H  -4.3776  -0.7026  0.9845
H  -5.4105  0.6541  1.2164
H  -2.3656  0.7526  1.3216
H  -3.5134  2.0968  1.4919
H  -4.4879  1.5886  -2.6820
H  -5.0803  2.4438  -1.3086

HOMO-LUMO gap: 3.99 eV
Charge: -1
HOMO level: -0.2140 hartree
LUMO: -1.834 eV

Results of the Löwdin charge analysis, in e, for atoms 1 through 6:
1 Al 1.228
2 B -0.299
3 H -0.054
4 H -0.038
5 H 0.002
6 H 0.000